Entry 1:
ORCA calculation (ωB97M-V/def2-TZVPD) on a structure of composition H16O28Pb2S5Zn2 at a distorted geometry.

```
53
Properties=species:S:1:pos:R:3
Zn -0.3153 1.5540 -2.2501
Zn 1.7726 -2.1948 -0.9618
Pb 1.7419 3.0323 0.6808
Pb -3.1670 0.7485 0.2789
S -0.1087 -0.1285 0.6258
O 0.5479 -1.4119 0.3374
O 0.8340 0.8708 1.1723
O -0.7685 0.4659 -0.5374
O -1.2428 -0.3807 1.5207
S 0.3035 -1.3299 -3.7610
O -0.1461 0.0399 -3.4572
O -0.8745 -1.9986 -4.3304
O 1.4505 -1.2721 -4.6474
O 0.6609 -2.0370 -2.5025
S 2.9767 0.9064 -1.4387
O 3.9147 1.1067 -2.5456
O 2.7696 -0.5438 -1.2137
O 3.4540 1.5880 -0.2239
O 1.6398 1.4485 -1.7071
S -1.3145 3.7987 0.0315
O -0.3799 4.2572 1.0767
O -2.0071 4.8466 -0.6753
O -0.4007 2.9950 -0.8551
O -2.3140 2.9004 0.6318
S -3.4829 1.1809 -3.0626
O -4.3225 0.8445 -1.8807
O -4.0710 2.2961 -3.8061
O -2.2195 1.6531 -2.4267
O -3.3385 0.0092 -3.9045
O -2.6145 -1.5801 -1.2785
H -1.9805 -1.4907 -2.0189
H -3.4805 -1.4833 -1.7015
O -1.0625 1.9570 3.6023
H -0.2160 1.9612 3.1266
H -0.9976 1.2049 4.2005
O 1.8405 2.5487 3.3487
H 1.7960 1.6705 3.7486
H 2.2663 3.1016 4.0136
O -0.3409 -3.2894 2.1949
H -0.1259 -2.5885 1.5444
H -1.0681 -2.9272 2.7154
O 1.0623 -4.1249 -0.9006
H 0.0972 -4.2047 -0.9269
H 1.3904 -5.0246 -0.8212
O 3.0676 -2.7303 0.6470
H 3.4943 -1.9721 1.0866
H 3.1250 -3.4558 1.2751
O 3.2899 -0.2602 1.9653
H 3.5604 0.1866 1.1431
H 2.3803 0.0294 2.0999
O -2.4059 -1.3116 3.6622
H -2.6332 -0.5900 4.2544
H -2.0374 -0.8718 2.8512
```

## Properties
relative energy (zero: lowest compared OMol25 entry of this formula, charge and spin) = 0.00 kJ/mol
highest occupied orbital energy = -2.627 eV
total charge = -2



Entry 2:
ORCA calculation (ωB97M-V/def2-TZVPD) on a structure of composition C36H76GaO8S.

```
122
Properties=species:S:1:pos:R:3
C 3.0974 3.0399 -0.2926
C 1.6792 2.5444 -0.0288
S 0.4837 3.9013 -0.0869
C -0.9807 3.1365 -0.8412
Ga -2.7076 3.9055 -0.0172
C -4.3303 2.7607 -0.4980
H 3.8172 2.2450 -0.0849
H 3.2084 3.3335 -1.3346
H 3.3318 3.9075 0.3212
H 1.4094 1.8222 -0.7984
H 1.6391 2.0204 0.9221
H -0.9468 3.3933 -1.8983
H -0.8863 2.0589 -0.7269
H -2.9250 5.3999 -0.6127
H -2.5352 3.9845 1.5876
H -4.6061 2.0679 0.2989
H -5.1835 3.4261 -0.6476
H -4.2119 2.1770 -1.4137
C 3.7874 -2.2175 1.9601
C 3.0598 -1.9157 3.2713
C 2.6487 -0.4625 3.0633
O 2.4529 -0.3001 1.6598
C 2.9484 -1.4316 0.9542
H 3.8455 -3.2792 1.7217
H 4.8049 -1.8192 1.9941
H 2.1762 -2.5514 3.3628
H 3.6740 -2.0558 4.1605
H 3.4313 0.2343 3.3749
H 1.7282 -0.1935 3.5815
H 2.1048 -2.0250 0.5828
H 3.5286 -1.0848 0.0971
C -1.2249 1.1851 -4.0368
C 0.2268 1.6366 -3.8999
C 0.9292 0.7168 -4.8893
O -0.0109 0.4420 -5.9279
C -1.3181 0.8859 -5.5261
H -1.9451 1.9296 -3.7037
H -1.3934 0.2721 -3.4606
H 0.3287 2.6790 -4.2089
H 0.6162 1.5497 -2.8871
H 1.2145 -0.2300 -4.4122
H 1.8242 1.1612 -5.3296
H -1.5723 1.7865 -6.0982
H -2.0403 0.1065 -5.7588
C -5.5250 -2.9546 -5.7430
C -4.5629 -3.7729 -4.8797
C -3.2544 -3.0158 -5.0699
O -3.6153 -1.6492 -5.2695
C -5.0208 -1.5378 -5.4949
H -6.5733 -3.0827 -5.4819
H -5.4031 -3.2206 -6.7963
H -4.8742 -3.7335 -3.8335
H -4.4868 -4.8194 -5.1737
H -2.7096 -3.3742 -5.9501
H -2.5883 -3.0821 -4.2113
H -5.4892 -1.1004 -4.6068
H -5.1899 -0.8666 -6.3382
C 1.2988 -5.7257 -2.8524
C 1.3274 -4.2789 -2.3592
C 0.5036 -3.5752 -3.4301
O -0.4565 -4.5344 -3.8833
C -0.1200 -5.8316 -3.3997
H 1.5040 -6.4593 -2.0737
H 2.0262 -5.8654 -3.6549
H 0.8341 -4.2008 -1.3883
H 2.3307 -3.8666 -2.2658
H 1.1264 -3.2685 -4.2765
H -0.0259 -2.6976 -3.0586
H -0.8266 -6.1148 -2.6111
H -0.2125 -6.5472 -4.2183
C 1.9712 4.6614 4.4978
C 2.6888 4.6765 3.1492
C 3.6318 3.4894 3.2913
O 2.9792 2.5531 4.1476
C 1.8341 3.1670 4.7542
H 1.0097 5.1709 4.4859
H 2.5971 5.1237 5.2671
H 1.9730 4.4958 2.3438
H 3.2142 5.6072 2.9385
H 4.5781 3.7875 3.7645
H 3.8569 3.0078 2.3390
H 0.9280 2.7683 4.2889
H 1.8205 2.9152 5.8155
C -11.0796 -4.5429 -5.8200
C -10.2867 -5.6297 -6.5452
C -9.0730 -4.8472 -7.0321
O -8.8445 -3.8247 -6.0636
C -9.9627 -3.7279 -5.1799
H -11.7876 -4.9299 -5.0888
H -11.6296 -3.9332 -6.5397
H -9.9798 -6.4059 -5.8411
H -10.8336 -6.1039 -7.3588
H -9.2648 -4.3811 -8.0047
H -8.1734 -5.4585 -7.1146
H -9.6820 -4.1375 -4.2037
H -10.2175 -2.6759 -5.0515
C 7.6597 0.7465 4.6538
C 6.2527 0.6620 4.0646
C 6.5129 0.9740 2.5997
O 7.8265 0.4804 2.3113
C 8.4962 0.1505 3.5266
H 7.7764 0.2085 5.5937
H 7.9359 1.7900 4.8204
H 5.8614 -0.3537 4.1667
H 5.5381 1.3473 4.5192
H 6.4884 2.0517 2.4080
H 5.7977 0.4926 1.9313
H 8.5570 -0.9405 3.6164
H 9.5113 0.5491 3.4874
C 2.1165 3.6385 10.7342
C 3.1618 4.2610 9.8092
C 2.6943 3.7658 8.4458
O 1.2742 3.6507 8.5304
C 0.8540 3.7582 9.8885
H 2.0264 4.1410 11.6963
H 2.3524 2.5881 10.9171
H 3.1063 5.3505 9.8565
H 4.1837 3.9610 10.0364
H 3.1170 2.7823 8.2125
H 2.9437 4.4476 7.6321
H 0.3685 4.7291 10.0372
H 0.1244 2.9739 10.0926
```

## Properties
highest occupied orbital energy = -4.011 eV
total charge = -1



Entry 3:
ORCA calculation (ωB97M-V/def2-TZVPD) on an isolated molecule of C6H11N at a distorted geometry.

```
18
Properties=species:S:1:pos:R:3
C -2.1207 -2.2353 -0.9618
C -1.8333 -1.1470 -0.1311
C -0.5756 -0.4302 -0.0045
C -0.3614 0.2823 1.1016
C 0.6102 1.4243 1.0715
C 1.3860 1.5097 -0.2649
N 2.2223 0.3209 -0.7756
H -1.3178 -2.9568 -1.2423
H -3.1744 -2.5229 -0.9476
H -2.5640 -0.8234 0.6893
H 0.2277 -0.7648 -0.6659
H -1.0844 0.2271 1.9516
H 1.2658 1.1937 1.8203
H 0.0965 2.3173 1.2844
H 0.5991 1.7114 -0.9925
H 2.0455 2.4540 -0.1833
H 2.9736 0.8146 -1.1874
H 2.7458 -0.3187 0.0378
```

## Properties
relative energy (zero: lowest compared OMol25 entry of this formula, charge and spin) = 321.41 kJ/mol
SMILES string = C=C/C=C/CCN
highest occupied orbital energy = -8.117 eV
total charge = 0



Table of orbital gap (eV), in record order: 5.62 6.11 8.91
Table of LUMO energy (eV), in record order: 3.0 2.1 0.8